No. 1
C6H11N3O3 | ωB97M-V/def2-TZVPD

Properties
Energy relative to the best compared isomer or geometry (same formula, charge and spin)   0.0 kcal per mole
E_LUMO (alpha / beta)   0.0819 / -1.8006 eV
HOMO-LUMO gap (alpha / beta)   9.10 / 7.54 eV
HOMO (alpha / beta)   -9.02 / -9.34 eV

ORCA input file:
```
! wB97M-V def2-TZVPD RIJCOSX def2/J DEFGRID3
* xyz 0 3
C -0.84 0.68 0.83
C -0.77 -0.07 -1.16
C -1.90 0.20 -0.16
C 2.13 0.37 1.24
C 2.21 -0.50 -1.11
C 1.34 -0.33 0.14
N -2.91 1.12 -0.66
N 0.19 0.48 -0.20
N -2.65 -1.03 0.24
O -2.89 -1.15 1.42
O -3.07 2.15 -0.06
O -2.96 -1.78 -0.64
H -0.95 1.72 1.13
H -0.75 0.05 1.72
H -0.65 -1.13 -1.40
H -0.83 0.51 -2.08
H 2.41 1.37 0.91
H 1.55 0.46 2.15
H 3.04 -0.18 1.46
H 2.50 0.48 -1.48
H 1.67 -1.02 -1.90
H 3.10 -1.07 -0.87
H 1.03 -1.33 0.50
*
```

No. 2
C41H51CaCl2N4O12P2S2 | ωB97M-V/def2-TZVPD

Properties
Energy relative to the best compared isomer or geometry (same formula, charge and spin)   46.3 kcal per mole
E_LUMO   2.2583 eV
HOMO-LUMO gap   6.39 eV
HOMO   -4.13 eV

ORCA input file:
```
! wB97M-V def2-TZVPD RIJCOSX def2/J DEFGRID3
* xyz -1 1
Ca -0.86 0.49 -0.47
C 2.30 4.00 6.38
C 1.51 3.14 5.43
C 1.99 2.87 4.15
C 1.24 2.12 3.25
C -0.01 1.66 3.64
C -0.48 1.89 4.92
C 0.27 2.63 5.81
S -1.06 0.86 2.43
O -2.34 0.64 3.07
O -0.37 -0.34 2.00
N -1.14 1.85 1.20
C -1.79 3.06 1.21
C -2.11 3.81 2.34
C -2.73 5.06 2.23
C -3.07 5.59 1.02
C -2.81 4.86 -0.16
C -3.20 5.30 -1.44
C -2.88 4.55 -2.54
C -2.17 3.36 -2.36
N -1.82 2.90 -1.19
C -2.14 3.61 -0.08
H 3.33 4.11 6.06
H 2.29 3.57 7.39
H 1.85 4.99 6.45
H 2.96 3.25 3.85
H 1.60 1.87 2.26
H -1.46 1.49 5.19
H -0.11 2.84 6.80
H -1.88 3.41 3.31
H -2.92 5.62 3.14
H -3.56 6.56 0.95
H -3.75 6.23 -1.53
H -3.18 4.86 -3.53
H -1.89 2.74 -3.21
C 5.06 -0.78 -0.47
C 4.51 -2.17 -0.74
C 4.78 -2.63 -2.16
O 3.08 -2.28 -0.54
P 2.23 -1.58 0.63
O 2.33 -0.14 0.83
C 0.72 -2.60 0.50
P -0.76 -2.46 -0.57
O -1.71 -1.40 -0.20
O -1.35 -3.91 -0.09
C -2.78 -4.00 0.11
C -3.06 -4.00 1.60
C -3.29 -5.26 -0.58
O -0.73 -2.59 -2.13
C 0.00 -3.40 -3.06
C -1.05 -4.07 -3.94
C 0.92 -4.40 -2.38
O 2.91 -2.21 1.96
C 3.07 -3.59 2.27
C 2.04 -4.00 3.32
C 4.48 -3.78 2.82
H 6.14 -0.79 -0.59
H 4.82 -0.47 0.55
H 4.63 -0.05 -1.15
H 4.98 -2.87 -0.04
H 4.09 -2.13 -2.84
H 4.64 -3.71 -2.26
H 5.80 -2.38 -2.46
H 0.24 -2.43 1.46
H 1.07 -3.63 0.45
H -3.26 -3.13 -0.34
H -2.54 -4.84 2.07
H -4.13 -4.08 1.79
H -2.69 -3.07 2.04
H -2.74 -6.13 -0.21
H -3.15 -5.18 -1.66
H -4.35 -5.38 -0.37
H 0.59 -2.70 -3.66
H -1.60 -4.81 -3.36
H -0.58 -4.56 -4.79
H -1.74 -3.31 -4.30
H 0.34 -4.99 -1.66
H 1.72 -3.87 -1.87
H 1.35 -5.07 -3.12
H 2.95 -4.20 1.37
H 2.16 -3.37 4.20
H 2.19 -5.04 3.61
H 1.03 -3.88 2.94
H 4.63 -3.13 3.68
H 5.23 -3.53 2.06
H 4.62 -4.82 3.13
C 1.20 4.51 -0.28
C 1.57 3.40 -1.20
N 1.03 2.21 -1.23
C 1.66 1.51 -2.21
C 2.61 2.31 -2.81
N 2.53 3.51 -2.14
C 3.59 2.14 -3.89
O 3.64 0.97 -4.47
O 4.32 3.07 -4.20
C 1.38 0.06 -2.40
O 1.91 -0.53 -3.37
O 0.66 -0.49 -1.53
H 0.74 4.11 0.62
H 0.48 5.18 -0.76
H 2.09 5.09 0.00
H 3.13 4.29 -2.37
H 2.92 0.34 -4.09
Cl -3.82 0.74 -0.07
C -4.62 0.90 -1.61
C -5.95 1.30 -1.58
C -6.68 1.40 -2.75
C -6.07 1.10 -3.95
C -4.74 0.72 -3.97
Cl -4.04 0.37 -5.51
C -3.93 0.61 -2.81
S -2.28 0.14 -2.92
H -6.40 1.53 -0.63
H -7.72 1.70 -2.73
H -6.62 1.15 -4.88
*
```

No. 3
C6H12O | ωB97M-V/def2-TZVPD

Properties
Energy relative to the best compared isomer or geometry (same formula, charge and spin)   149.1 kcal per mole
E_LUMO (alpha / beta)   0.2805 / 0.2796 eV
HOMO-LUMO gap (alpha / beta)   7.64 / 7.63 eV
HOMO (alpha / beta)   -7.36 / -7.35 eV

ORCA input file:
```
! wB97M-V def2-TZVPD RIJCOSX def2/J DEFGRID3
* xyz 0 1
C 2.38 0.07 0.32
C 0.97 -0.25 -0.14
O 0.32 -1.01 0.90
C 0.15 1.04 -0.34
C -1.15 1.04 -1.10
C -1.16 0.94 0.40
C -1.45 -1.54 0.37
H 2.91 0.63 -0.46
H 2.95 -0.85 0.53
H 2.36 0.68 1.23
H 0.99 -0.90 -1.03
H -0.25 -0.27 1.31
H 0.75 1.95 -0.36
H -1.42 0.19 -1.72
H -1.41 1.99 -1.57
H -1.53 1.80 0.96
H -0.96 -2.42 -0.04
H -2.11 -1.05 -0.33
H -1.87 -1.69 1.35
*
```

No. 4
C4H9NO2 | ωB97M-V/def2-TZVPD

Properties
Energy relative to the best compared isomer or geometry (same formula, charge and spin)   52.4 kcal per mole
E_LUMO   0.7367 eV
SMILES   CN[C@@H](C=O)CO
HOMO-LUMO gap   9.55 eV
HOMO   -8.81 eV

ORCA input file:
```
! wB97M-V def2-TZVPD RIJCOSX def2/J DEFGRID3
* xyz 0 1
C -0.50 -1.23 1.36
N -0.61 0.20 1.13
C 0.04 0.81 0.01
C 1.54 0.51 0.03
O 2.30 1.17 0.69
C -0.66 0.40 -1.27
O 0.14 0.69 -2.43
H -1.20 -1.55 2.13
H -0.78 -1.80 0.48
H 0.47 -1.59 1.64
H -0.50 0.70 2.00
H -0.03 1.89 0.15
H 1.91 -0.39 -0.50
H -1.58 0.97 -1.38
H -0.99 -0.63 -1.25
H 0.44 -0.16 -2.78
*
```

No. 5
C9H10NO2 | ωB97M-V/def2-TZVPD

Properties
Energy relative to the best compared isomer or geometry (same formula, charge and spin)   26.3 kcal per mole
E_LUMO   -5.0739 eV
SMILES   C=CCOC(=O)c1cc[nH+]cc1
HOMO-LUMO gap   7.29 eV
HOMO   -12.36 eV

ORCA input file:
```
! wB97M-V def2-TZVPD RIJCOSX def2/J DEFGRID3
* xyz 1 1
C 0.54 2.31 -1.54
C 0.68 1.08 -2.06
C -0.52 0.27 -2.44
O -0.42 -1.13 -2.02
C -1.07 -1.40 -0.88
O -2.11 -1.99 -0.82
C -0.42 -1.00 0.41
C 0.87 -1.40 0.76
C 1.38 -1.04 1.98
N 0.64 -0.31 2.82
C -0.59 0.12 2.51
C -1.15 -0.22 1.31
H -0.19 2.47 -0.75
H 1.13 3.14 -1.91
H 1.63 0.58 -2.21
H -0.61 0.29 -3.52
H -1.42 0.74 -2.03
H 1.47 -1.99 0.08
H 2.37 -1.34 2.28
H 1.05 -0.06 3.72
H -1.11 0.72 3.25
H -2.14 0.12 1.07
*
```

> energy relative to the best compared isomer or geometry (same formula, charge and spin) of number 3 (C6H12O)?

149.1 kcal per mole